No. 1
The following is a quantum chemistry calculation of 2 unconnected molecules or ions with the total composition C3H8NO at a distorted geometry, from the OMol25 dataset.

Geometry as XYZ:
```
13
Properties=species:S:1:pos:R:3
C 2.11 2.20 -0.57
N 1.51 1.31 0.10
H 1.99 3.25 -0.33
H 2.71 1.91 -1.43
H 1.51 0.32 -0.10
H 1.03 1.61 0.94
O -0.69 0.03 0.66
C -1.62 -0.75 0.57
C -1.51 -2.09 -0.08
H -2.60 -0.44 0.95
H -2.15 -2.82 0.42
H -1.78 -2.02 -1.09
H -0.51 -2.51 -0.04
```

Output
* LUMO: -5.28 eV
* total charge: +1
* orbital gap: 8.678 eV

No. 2
The following is a quantum chemistry calculation of C5H10O in the gas phase at a distorted geometry, from the OMol25 dataset.

Geometry as XYZ:
```
16
Properties=species:S:1:pos:R:3
C -0.15 1.22 -1.36
C 0.04 -0.20 -0.89
C 1.17 -1.07 -0.54
C 0.98 -0.37 0.75
O 0.17 -0.11 1.82
C -1.20 -0.16 1.58
H 0.44 1.55 -2.22
H -1.20 1.37 -1.61
H 0.04 1.90 -0.52
H -0.84 -0.83 -1.12
H 1.13 -2.13 -0.76
H 2.12 -0.60 -0.79
H 1.96 -0.02 1.11
H -1.42 -1.14 1.15
H -1.70 -0.03 2.53
H -1.52 0.62 0.87
```

Output
* LUMO: 1.05 eV
* SMILES: CO[C@H]1C[C@@H]1C
* total charge: 0
* orbital gap: 8.134 eV

No. 3
The following is a quantum chemistry calculation of a molecular structure, C33H46BaP2Si at a distorted geometry, from the OMol25 dataset.

Geometry as XYZ:
```
83
Properties=species:S:1:pos:R:3
P 2.88 2.33 -1.66
P 0.00 2.77 -3.24
C 2.85 2.41 -3.52
C 1.66 3.28 -3.97
H 2.82 1.43 -4.05
H 3.78 2.90 -3.81
H 1.80 4.33 -3.68
H 1.52 3.22 -5.06
C -0.24 1.26 -4.29
H -1.18 0.71 -4.05
H 0.63 0.57 -4.27
H -0.34 1.65 -5.31
C -1.01 3.88 -4.35
H -0.85 3.55 -5.38
H -0.68 4.92 -4.28
H -2.09 3.83 -4.12
C 4.68 1.94 -1.42
H 4.81 1.19 -0.64
H 5.11 2.88 -1.05
H 5.25 1.63 -2.32
C 2.95 4.14 -1.34
H 2.01 4.64 -1.59
H 3.75 4.57 -1.96
H 3.16 4.34 -0.28
Ba 2.30 -0.28 -2.27
C -3.02 3.32 -1.57
C -2.15 2.39 -2.12
C -1.39 1.50 -1.14
C -0.67 2.32 -0.03
C -0.17 3.67 -0.42
C -0.41 4.40 -1.59
C -1.61 5.38 -1.59
C -2.81 4.66 -0.99
C 2.19 0.50 0.27
H -3.98 2.87 -1.29
H -2.48 1.85 -3.01
H -0.65 0.77 -1.54
H -2.12 0.86 -0.61
H -1.32 2.32 0.88
H 0.29 1.82 0.24
H 0.53 4.07 0.30
H 0.46 4.93 -2.01
H -1.85 5.82 -2.58
H -1.35 6.25 -0.93
H -2.61 4.60 0.08
H -3.75 5.20 -1.11
H 1.30 -0.03 0.61
H 2.33 1.37 0.94
H 3.05 -0.18 0.45
C -5.12 -4.75 -1.54
C -5.30 -3.36 -1.60
C -4.24 -2.50 -1.29
C -2.99 -3.03 -0.89
C -2.81 -4.43 -0.88
C -3.87 -5.28 -1.19
Si -1.67 -1.87 -0.30
C -2.05 -1.44 1.47
C -1.95 -0.12 1.93
C -2.36 0.23 3.22
C -2.85 -0.76 4.08
C -2.91 -2.09 3.65
C -2.51 -2.44 2.35
C 0.02 -2.59 -0.59
C 0.94 -2.74 0.46
C 2.19 -3.33 0.24
C 2.53 -3.77 -1.04
C 1.62 -3.65 -2.10
C 0.37 -3.06 -1.87
H -5.95 -5.42 -1.78
H -6.27 -2.94 -1.88
H -4.38 -1.41 -1.32
H -1.83 -4.85 -0.61
H -3.72 -6.37 -1.15
H -1.56 0.64 1.27
H -2.30 1.27 3.54
H -3.18 -0.49 5.08
H -3.28 -2.87 4.32
H -2.56 -3.48 2.02
H 0.64 -2.47 1.48
H 2.86 -3.50 1.08
H 3.50 -4.27 -1.21
H 1.88 -4.01 -3.10
H -0.34 -2.95 -2.71
```

Output
* LUMO (alpha / beta): -0.81 / -0.81 eV
* total charge: 0
* orbital gap (alpha / beta): 3.691 / 3.690 eV

Total energy values, unit Eh, following the record order: -248.81263, -271.57090, -2282.25815.
Energy relative to the best compared isomer or geometry (same formula, charge and spin) values, unit eV, following the record order: 0.633, 4.945, 3.325.